Entry 1:
Here is a molecular structure, C46H53HfN4STe from the OMol25 dataset. Energies are from the ωB97M-V functional and the def2-TZVPD basis.

XYZ file:
```
106
Properties=species:S:1:pos:R:3:lowdin_charge:R:1
Hf 0.0348 0.2893 -0.0337 1.806
C -1.6102 -4.4632 3.7369 -0.073
C -1.3898 -3.0573 4.2987 -0.185
C -0.5463 -2.2029 3.4071 -0.139
C 0.8647 -2.1863 3.3609 -0.166
C 1.8180 -3.0425 4.1384 -0.187
C 2.4442 -4.1348 3.2655 -0.072
C 1.2176 -1.2324 2.4188 -0.317
C 2.5537 -0.6444 2.2242 -0.404
C 2.9360 -0.1459 0.8823 -0.353
C 4.1952 -0.1388 0.3114 -0.147
C 5.3937 -0.8830 0.8174 -0.184
C 6.3696 -0.0097 1.6102 -0.072
C 4.1407 0.7647 -0.7781 -0.132
C 2.8483 1.2612 -0.8376 -0.246
C 2.3282 2.2391 -1.7406 0.047
C 1.0473 2.6535 -1.8510 -0.226
N -0.0569 2.1155 -1.1431 -0.044
C -1.1619 2.7776 -1.6016 -0.221
C -2.4611 2.5328 -1.1962 0.024
C -2.8452 1.6210 -0.2113 -0.222
N -1.9919 0.8119 0.4732 -0.038
C -2.7929 0.0564 1.3602 -0.235
C -2.3390 -0.8772 2.2336 0.061
C -0.9980 -1.2672 2.4816 -0.236
N 0.0984 -0.6905 1.8315 -0.069
C -4.1732 0.4411 1.1765 -0.123
C -4.2086 1.3950 0.2128 -0.130
C -5.3942 2.1466 -0.3061 -0.190
C -5.5500 3.5179 0.3565 -0.076
C -5.3311 -0.1596 1.9059 -0.179
C -5.7795 -1.4833 1.2785 -0.076
C -0.7798 3.7649 -2.5979 -0.125
C 0.5613 3.6871 -2.7486 -0.120
C 1.4313 4.4636 -3.6824 -0.175
C 1.7197 3.6983 -4.9778 -0.072
C -1.7543 4.6415 -3.3182 -0.180
C -2.4690 3.9091 -4.4579 -0.076
N 2.0781 0.6822 0.1779 -0.082
C 5.2822 1.1666 -1.6630 -0.183
C 5.8640 2.5361 -1.3017 -0.077
H -2.2234 -5.0621 4.4101 0.077
H -0.6610 -4.9818 3.5969 0.065
H -2.1137 -4.4182 2.7689 0.072
H -0.9108 -3.1276 5.2786 0.111
H -2.3550 -2.5765 4.4699 0.106
H 1.2914 -3.4982 4.9793 0.111
H 2.6109 -2.4311 4.5786 0.090
H 1.6783 -4.7794 2.8314 0.067
H 3.1262 -4.7609 3.8413 0.078
H 3.0064 -3.6904 2.4406 0.066
H 3.3231 -1.2874 2.6395 0.087
H 5.9137 -1.3460 -0.0254 0.113
H 5.0635 -1.7042 1.4572 0.100
H 6.8151 0.7623 0.9821 0.061
H 7.1780 -0.6149 2.0201 0.077
H 5.8551 0.4877 2.4339 0.054
H 3.0507 2.7167 -2.3904 0.113
H -3.2417 3.1276 -1.6473 0.101
H -3.0911 -1.3644 2.8413 0.116
H -6.2957 1.5543 -0.1404 0.109
H -5.3076 2.2681 -1.3892 0.110
H -5.6982 3.4089 1.4315 0.080
H -6.4050 4.0550 -0.0531 0.077
H -4.6592 4.1300 0.2082 0.072
H -6.1620 0.5469 1.9025 0.112
H -5.0683 -0.3170 2.9540 0.115
H -6.0806 -1.3345 0.2404 0.078
H -6.6265 -1.9035 1.8197 0.078
H -4.9717 -2.2172 1.2930 0.066
H 2.3702 4.7161 -3.1850 0.114
H 0.9461 5.4107 -3.9212 0.110
H 2.2161 2.7483 -4.7727 0.068
H 2.3632 4.2806 -5.6363 0.079
H 0.7938 3.4833 -5.5129 0.068
H -1.2303 5.5104 -3.7184 0.109
H -2.4908 5.0299 -2.6104 0.114
H -1.7525 3.5723 -5.2085 0.068
H -3.1903 4.5612 -4.9497 0.078
H -3.0041 3.0319 -4.0897 0.066
H 4.9583 1.1722 -2.7075 0.111
H 6.0679 0.4114 -1.5922 0.108
H 5.1190 3.3255 -1.4135 0.068
H 6.7128 2.7775 -1.9413 0.078
H 6.2002 2.5549 -0.2652 0.068
C -1.6926 -0.8897 -2.2362 -0.061
C -0.5201 -0.4202 -2.8154 -0.071
C 0.7175 -0.9016 -2.3796 -0.102
C 0.7764 -1.8527 -1.3592 -0.118
C -0.4054 -2.3124 -0.7640 -0.098
C -1.6351 -1.8296 -1.2073 -0.067
H -2.6480 -0.4933 -2.5532 0.129
H -0.5636 0.3478 -3.5770 0.131
H 1.6324 -0.5004 -2.7965 0.128
H 1.7389 -2.1861 -0.9894 0.131
H -0.3615 -3.0041 0.0680 0.129
H -2.5480 -2.1546 -0.7255 0.126
Te 2.6595 1.1930 3.4809 1.332
C 2.5828 0.1756 5.2816 -0.965
C 3.6613 -0.3472 5.9494 -0.248
C 3.2935 -1.0451 7.1279 -0.184
C 1.9442 -1.0323 7.3341 -0.406
S 1.1254 -0.1813 6.1060 0.964
H 4.6752 -0.2188 5.5997 0.099
H 3.9943 -1.5230 7.7963 0.106
H 1.4014 -1.4713 8.1561 0.070
```

Computed properties:
- total charge = +1
- E_HOMO (hartree) = -0.3237

=====

Entry 2:
Here is a molecular structure, C46H53KN6O4 from the OMol25 dataset. Energies are from the ωB97M-V functional and the def2-TZVPD basis.

XYZ file:
```
110
Properties=species:S:1:pos:R:3:lowdin_charge:R:1
K 0.0087 0.1475 0.0037 0.788
C -6.0208 -1.5624 2.9260 -0.098
C -5.0415 -2.5073 2.2268 -0.208
C -4.2121 -1.8159 1.1905 -0.145
C -4.4286 -1.7398 -0.1517 -0.148
C -5.5452 -2.3425 -0.9437 -0.211
C -6.6671 -1.3497 -1.2542 -0.100
C -3.3723 -0.8771 -0.6857 -0.251
C -3.2236 -0.5096 -2.0312 0.041
C -2.3223 0.4200 -2.5768 -0.254
C -2.1175 0.6700 -4.0045 -0.144
C -2.8969 0.0543 -5.1223 -0.209
C -4.2625 0.7128 -5.3312 -0.101
C -1.1085 1.5842 -4.0873 -0.142
C -0.7290 1.8968 -2.7067 -0.254
C 0.2569 2.8276 -2.3406 0.032
C 0.6554 3.2268 -1.0544 -0.279
N 0.2247 2.6582 0.0879 0.046
C 0.8011 3.2983 1.1173 -0.251
C 0.6193 2.9447 2.4639 0.047
C -0.1760 1.9132 2.9828 -0.247
N -0.9334 1.0723 2.2496 0.060
C -1.5530 0.2345 3.1026 -0.251
C -2.5153 -0.7176 2.7374 0.042
C -3.0341 -0.9841 1.4612 -0.250
N -2.5633 -0.4729 0.3108 0.069
C -1.1516 0.5307 4.4815 -0.142
C -0.2959 1.5856 4.4075 -0.141
C 0.3828 2.3072 5.5275 -0.207
C -0.3035 3.6228 5.9016 -0.102
C -1.6434 -0.1806 5.7022 -0.205
C -3.0004 0.3377 6.1826 -0.097
C 1.6760 4.3585 0.6170 -0.147
C 1.5921 4.3083 -0.7438 -0.171
C 2.2825 5.1869 -1.7403 -0.216
C 1.3806 6.3041 -2.2694 -0.100
C 2.5681 5.2266 1.4477 -0.211
C 3.8837 4.5251 1.7922 -0.099
N -1.4946 1.1914 -1.8512 0.060
C -0.5221 2.2108 -5.3134 -0.207
C -1.1152 3.5889 -5.6104 -0.099
H -6.5858 -2.0729 3.7118 0.060
H -6.7324 -1.1467 2.2089 0.060
H -5.4847 -0.7243 3.3743 0.063
H -5.5947 -3.3341 1.7688 0.094
H -4.3877 -2.9626 2.9773 0.102
H -5.9584 -3.2006 -0.4032 0.093
H -5.1527 -2.7430 -1.8847 0.101
H -7.1089 -0.9677 -0.3312 0.061
H -7.4600 -1.8109 -1.8504 0.059
H -6.2741 -0.4914 -1.8018 0.065
H -3.8851 -1.0069 -2.7370 0.088
H -3.0434 -1.0131 -4.9283 0.102
H -2.3201 0.1131 -6.0510 0.094
H -4.8579 0.6560 -4.4179 0.063
H -4.8244 0.2311 -6.1370 0.059
H -4.1473 1.7709 -5.5766 0.061
H 0.7621 3.3253 -3.1650 0.093
H 1.1766 3.5281 3.1920 0.090
H -2.9583 -1.2774 3.5568 0.090
H 1.4239 2.5085 5.2554 0.104
H 0.4266 1.6588 6.4084 0.095
H -0.3556 4.2873 5.0377 0.066
H 0.2315 4.1401 6.7037 0.059
H -1.3286 3.4427 6.2335 0.060
H -0.9098 -0.0812 6.5084 0.096
H -1.7125 -1.2529 5.4972 0.104
H -2.9386 1.3978 6.4394 0.061
H -3.3553 -0.2074 7.0625 0.060
H -3.7488 0.2389 5.3941 0.060
H 2.6323 4.5818 -2.5840 0.100
H 3.1832 5.6189 -1.2918 0.098
H 0.4874 5.8782 -2.7298 0.062
H 1.8923 6.9242 -3.0115 0.059
H 1.0490 6.9494 -1.4529 0.070
H 2.0594 5.5187 2.3715 0.099
H 2.7796 6.1602 0.9148 0.095
H 3.6982 3.5666 2.2801 0.065
H 4.5099 5.1373 2.4486 0.059
H 4.4494 4.3103 0.8819 0.065
H -0.6735 1.5548 -6.1767 0.094
H 0.5619 2.3013 -5.1940 0.102
H -2.1945 3.5171 -5.7633 0.062
H -0.6713 4.0430 -6.5016 0.059
H -0.9544 4.2635 -4.7672 0.062
C 3.4923 1.6257 -1.5963 -0.074
C 4.3848 0.5840 -0.9242 -0.222
C 4.0720 0.4523 0.5008 -0.236
N 3.7980 0.4410 1.6181 0.151
H 3.8078 1.7666 -2.6317 0.080
H 3.5332 2.5867 -1.0805 0.063
H 2.4597 1.2797 -1.5991 0.062
H 5.4422 0.8497 -1.0042 0.106
H 4.2392 -0.3944 -1.3892 0.082
O 3.3792 -2.4395 -2.0633 -0.037
C 2.5361 -2.2441 -1.1649 -0.653
O 1.8811 -1.2081 -0.9144 -0.150
C 2.2894 -3.4291 -0.2152 -0.093
C 2.6735 -4.7110 -0.5817 -0.022
C 2.4566 -5.7982 0.2543 -0.080
C 1.8672 -5.6184 1.4956 -0.029
C 1.5107 -4.3273 1.8481 -0.134
C 1.6937 -3.2314 1.0290 0.072
N 0.8992 -4.1235 3.1897 -0.354
O 0.7150 -5.1127 3.8818 0.032
O 0.5579 -3.0102 3.4998 0.094
H 3.1544 -4.8299 -1.5445 0.110
H 2.7513 -6.7937 -0.0563 0.093
H 1.6887 -6.4342 2.1777 0.104
H 1.4021 -2.2398 1.3432 0.121
```

Computed properties:
- total charge = -2
- E_HOMO (hartree) = -0.0374

=====

| no. | LUMO level (eV) | energy (eV) | maximum force (eV/A) |
| --- | --- | --- | --- |
| 1 | -3.573 | -73957.1163 | 1.13 |
| 2 | 4.159 | -82019.3747 | 0.68 |